This record from the Open Molecules 2025 dataset describes C33H21ClIN7OSeZn as an isolated structure. The level of theory is ωB97M-V/def2-TZVPD.

The multiplicity is 1. The HOMO-LUMO gap comes out at 6.0 eV.

Each line ends with the natural charge from an NBO analysis.
Element x y z (Å)
Zn 0.20282 -0.78703 -0.92625  1.693
Se 5.81763 -0.50783 4.49991  0.958
N 4.05977 -0.59638 4.60418  -0.611
C 3.59676 -0.62844 3.38004  0.102
C 2.19069 -0.74565 3.05004  -0.116
C 1.19500 -0.88492 4.02005  -0.113
C -0.10312 -1.09733 3.61377  -0.246
C -0.38153 -1.12310 2.24842  0.084
N 0.53836 -0.91333 1.32494  -0.507
C 1.81588 -0.76535 1.69944  0.256
C 2.82341 -0.67711 0.63607  0.167
N 2.38798 -0.70485 -0.62931  -0.495
C 3.26134 -0.67134 -1.62001  0.088
C 4.63643 -0.59409 -1.40726  -0.243
C 5.10444 -0.55962 -0.11298  -0.112
C 4.18908 -0.60586 0.94141  -0.121
C 4.59027 -0.58285 2.33372  0.195
N 5.83418 -0.52119 2.73677  -0.632
H 1.47177 -0.84939 5.06517  0.240
H -0.90094 -1.24407 4.32845  0.233
H -1.38077 -1.32368 1.88364  0.225
H 2.83754 -0.70695 -2.61832  0.238
H 5.31500 -0.55833 -2.24745  0.233
H 6.16105 -0.50156 0.11197  0.239
Cl 0.09243 5.33915 -4.23607  -0.018
C 0.17040 3.65200 -3.81520  -0.079
C 0.20270 2.70889 -4.81207  -0.214
C 0.26877 1.35395 -4.49833  -0.247
I 0.33027 -0.08923 -6.01983  0.137
C 0.31543 0.86352 -3.18653  0.321
O 0.39470 -0.38205 -2.89330  -0.834
C 0.28187 1.87879 -2.15327  0.150
N 0.33521 1.43421 -0.87393  -0.529
C 0.32822 2.30089 0.11066  0.036
C 0.24284 3.68610 -0.09363  -0.256
C 0.17432 4.16397 -1.37332  -0.134
C 0.20688 3.26432 -2.46198  -0.113
H 0.18005 3.02404 -5.84611  0.239
H 0.38735 1.89517 1.11682  0.191
H 0.22609 4.35683 0.75421  0.223
H 0.09368 5.22357 -1.57256  0.234
C -2.89309 0.31236 -0.98377  -0.270
N -1.89126 -0.74116 -0.81829  -0.643
C -2.29631 -1.97145 -0.81318  0.138
C -1.37329 -3.04554 -0.78583  0.020
C -1.57233 -4.43394 -0.72691  -0.263
C -0.30702 -5.00692 -0.76718  -0.341
C 0.60380 -3.94346 -0.85689  -0.024
N -0.02515 -2.76785 -0.86576  -0.679
C -3.66627 0.63981 0.27502  0.062
C -5.03268 0.39631 0.35196  -0.241
C -5.74330 0.69416 1.50726  -0.203
C -5.09361 1.24665 2.59977  -0.222
C -3.73224 1.50929 2.52662  -0.199
C -3.02821 1.21488 1.37005  -0.249
H -3.60244 0.02199 -1.76475  0.195
H -2.38150 1.21174 -1.33185  0.210
H -3.36336 -2.20349 -0.86811  0.176
H -2.51945 -4.94883 -0.66468  0.213
H -0.06437 -6.05738 -0.73844  0.214
H 1.68191 -4.00519 -0.92427  0.189
H -5.54674 -0.02791 -0.50292  0.212
H -6.80551 0.48989 1.55363  0.215
H -5.64874 1.48875 3.49692  0.214
H -3.21962 1.95371 3.37174  0.209
H -1.97348 1.44972 1.29792  0.209



This record from the Open Molecules 2025 dataset describes one molecule with the formula C2H2F2S2. The level of theory is ωB97M-V/def2-TZVPD.

The multiplicity is 1. Its structure (SMILES) is F/C(S)=C(/F)S. The HOMO-LUMO gap comes out at 10.0 eV.

Each line ends with the natural charge from an NBO analysis.
Element x y z (Å)
F -1.25905 1.15161 0.71322  -0.318
C -0.57268 0.30369 -0.14367  0.197
S -1.34154 0.00308 -1.72205  0.098
C 0.44408 -0.31540 0.36204  0.072
F 1.14725 -1.37870 -0.65962  -0.431
S 1.49161 -0.22324 1.69927  0.097
H -2.49718 -0.08501 -1.28952  0.114
H 2.58750 0.54397 1.04032  0.171



This record from the Open Molecules 2025 dataset describes a 3-piece molecular cluster, C4H14NO2 overall. The level of theory is ωB97M-V/def2-TZVPD.

As for the net charge: +1. The multiplicity is 1. The HOMO-LUMO gap comes out at 10.9 eV.

Each line ends with the natural charge from an NBO analysis.
Element x y z (Å)
C 1.90991 -0.96701 0.96402  -0.221
C 0.61751 -1.61294 1.39995  -0.480
C -0.45332 -1.53462 0.34570  -0.206
C -1.63405 -0.97730 0.55714  -0.377
N 1.76507 0.52917 0.91318  -0.688
H 2.80042 -1.18324 1.55021  0.232
H 2.20277 -1.30577 -0.03234  0.227
H 0.75824 -2.64065 1.73671  0.265
H 0.30269 -1.18022 2.35989  0.216
H -0.22242 -2.08079 -0.56364  0.219
H -2.38859 -0.97078 -0.22171  0.215
H -1.93201 -0.50111 1.48609  0.205
H 1.29797 0.82621 0.02903  0.486
H 1.17754 0.81258 1.69109  0.434
H 2.68547 0.95903 1.00582  0.440
H -3.14243 2.43724 -3.87338  0.483
H -2.42866 1.24369 -3.27687  0.466
O -2.33152 2.19631 -3.40422  -0.948
H -0.06241 2.58012 -1.33130  0.514
H -0.91891 1.55767 -0.58572  0.500
O -0.00325 1.81240 -0.74966  -0.983



This record from the Open Molecules 2025 dataset describes a 9-piece molecular cluster, C3H21N2O8 overall. The level of theory is ωB97M-V/def2-TZVPD.

As for the net charge: +1. The multiplicity is 1. The HOMO-LUMO gap comes out at 10.7 eV.

Each line ends with the natural charge from an NBO analysis.
Element x y z (Å)
C -1.38747 -1.38578 0.72890  -0.052
C -1.25170 -0.60862 1.82586  -0.076
N -0.70097 0.56194 1.37190  -0.463
C -0.42334 0.46398 0.08906  0.266
N -0.81177 -0.73577 -0.35032  -0.483
H -1.87327 -2.34521 0.76384  0.249
H -1.62344 -0.79427 2.81250  0.248
H -0.53693 1.39102 1.92703  0.469
H 0.11138 1.25666 -0.37387  0.281
H -1.07212 -0.92310 -1.31816  0.489
H 2.91468 -1.61121 1.23790  0.474
H 1.76494 -0.74809 0.85376  0.475
O 2.40604 -1.33573 0.46784  -0.946
H -3.44478 2.12448 -0.54067  0.481
H -4.07228 2.44610 0.81246  0.480
O -3.23168 2.25949 0.38773  -0.960
H -1.10166 3.59450 1.93176  0.490
H -1.48987 3.46428 3.34335  0.492
O -0.84073 3.10446 2.72482  -0.960
H 2.67652 0.69984 -0.38138  0.490
H 2.52607 1.75917 0.66198  0.490
O 2.17969 1.50989 -0.20152  -0.970
H -0.81231 -3.18104 -3.26528  0.497
H 0.56354 -2.46208 -2.78868  0.522
O -0.39988 -2.42408 -2.85927  -1.015
H 3.14023 -1.87627 -2.94533  0.486
H 2.88164 -3.27790 -2.40127  0.485
O 2.53981 -2.62476 -3.01930  -0.957
H -2.67518 -0.09650 -3.20418  0.490
H -1.15466 -0.58182 -3.26390  0.507
O -1.77916 0.04051 -2.89746  -0.983
H 3.03059 0.19667 3.12617  0.486
H 2.06311 1.35665 3.21591  0.487
O 2.46302 0.75166 2.58327  -0.968



This record from the Open Molecules 2025 dataset describes a 2-piece molecular cluster, CH6NO overall. The level of theory is ωB97M-V/def2-TZVPD.

As for the net charge: +1. The multiplicity is 1. The HOMO-LUMO gap comes out at 11.5 eV.

Each line ends with the natural charge from an NBO analysis.
Element x y z (Å)
N 1.04919 0.18564 1.53562  -0.888
H 0.52973 0.00174 0.62238  0.466
H 0.40887 0.52062 2.25485  0.444
H 1.43903 -0.70636 1.84604  0.447
H 1.80284 0.85820 1.38246  0.451
O -0.07580 -0.16630 -0.86943  -0.556
C -1.25282 -0.08643 -1.11211  0.343
H -2.02125 -0.12890 -0.32662  0.133
H -1.59944 0.00647 -2.14077  0.160



This record from the Open Molecules 2025 dataset describes an isolated ion of composition C2H4NO2 and charge +1. The level of theory is ωB97M-V/def2-TZVPD.

As for the net charge: +1. The multiplicity is 1. Its structure (SMILES) is [NH3+][C@H]1OC1=O. The HOMO-LUMO gap comes out at 10.9 eV.

Each line ends with the natural charge from an NBO analysis.
Element x y z (Å)
N 0.12542 0.28073 1.07863  -0.720
C -0.45126 -0.22104 -0.13957  0.050
O -0.66050 0.59468 -1.32303  -0.365
C 0.25119 -0.33475 -1.46928  0.776
O 1.19226 -0.75786 -2.15516  -0.429
H -0.01719 -0.30891 1.97555  0.502
H -0.26294 1.21327 1.33935  0.471
H 1.10034 0.41967 0.71217  0.481
H -1.27732 -0.88580 -0.01867  0.233



This record from the Open Molecules 2025 dataset describes C15H13N3O2ReS2 as an isolated structure. The level of theory is ωB97M-V/def2-TZVPD.

As for the net charge: +2. The multiplicity is 2. The HOMO-LUMO gap (spin up / spin down) comes out at 6.8 / 6.8 eV. As for the expectation value of S²: 0.759.

Each line ends with the natural charge from an NBO analysis.
Element x y z (Å)
Re -0.34989 0.58210 0.86221  1.054
O 1.13281 0.77276 4.47890  -0.459
C 0.88664 1.23905 3.42446  0.751
O 0.78751 0.35302 2.31433  -0.712
C 0.65071 2.69818 3.15405  -0.152
C 0.77116 3.49785 4.29130  -0.141
C 0.61360 4.87040 4.22363  -0.162
C 0.35272 5.48659 3.00588  -0.140
C 0.24844 4.72511 1.85630  -0.202
C 0.38537 3.34068 1.92321  -0.232
S 0.42050 2.49791 0.35171  0.353
H 0.98706 3.01174 5.23242  0.262
H 0.69882 5.46304 5.12416  0.252
H 0.23985 6.56060 2.94783  0.251
H 0.07350 5.20254 0.90035  0.244
N 1.77933 -2.58820 -1.58552  -0.722
C 1.44824 -1.77757 -0.59966  0.369
N 1.82886 -2.02903 0.63852  -0.738
S 0.53720 -0.34012 -1.05135  0.061
H 2.39968 -3.37346 -1.44987  0.432
H 1.45545 -2.41261 -2.52409  0.441
H 2.36035 -2.85814 0.86445  0.432
H 1.70284 -1.35502 1.38091  0.444
N -2.28615 0.22511 0.36002  -0.598
C -3.40134 0.03165 0.11140  0.666
C -4.75602 -0.20002 -0.18171  -0.270
C -5.73079 0.59050 0.45232  -0.107
C -7.05800 0.35937 0.16522  -0.202
C -7.40791 -0.63989 -0.73942  -0.091
C -6.43960 -1.41998 -1.36682  -0.202
C -5.10699 -1.20885 -1.09436  -0.110
H -5.43678 1.36194 1.15157  0.239
H -7.82421 0.95386 0.64233  0.253
H -8.45319 -0.81335 -0.95885  0.249
H -6.73307 -2.19018 -2.06608  0.252
H -4.33916 -1.80387 -1.57023  0.237



This record from the Open Molecules 2025 dataset describes one molecule with the formula C6H10O. The level of theory is ωB97M-V/def2-TZVPD.

The multiplicity is 1. The HOMO-LUMO gap comes out at 8.8 eV.

Each line ends with the natural charge from an NBO analysis.
Element x y z (Å)
C 2.61553 -0.28754 0.06271  -0.789
C 1.26771 -0.37999 0.66670  0.156
C -1.24701 -0.61085 -0.95162  -0.460
C -1.58532 0.55496 -0.06614  0.076
C -2.33010 -0.72943 0.08885  -0.431
O -0.75968 0.94509 0.99416  -0.517
C 0.61393 0.93473 0.71042  -0.258
H 3.04608 0.71039 -0.12699  0.185
H 2.45330 -0.77251 -0.91645  0.275
H 3.33682 -0.93463 0.57188  0.246
H -0.33500 -1.16559 -0.74920  0.237
H -1.52513 -0.54242 -1.99951  0.217
H -2.10132 1.39311 -0.53570  0.184
H -3.36837 -0.79474 -0.22008  0.213
H -2.06493 -1.29691 0.97593  0.233
H 0.86844 1.62751 -0.11618  0.180
H 1.11503 1.34883 1.61124  0.254



Energy, record by record: -6667.45191 -1073.41673 -365.78392 -838.14799 -171.42263 -283.47649 -1768.26233 -309.67400 Ha